Entry 1:
DFT (ωB97M-V with the def2-TZVPD basis set) results for C39H32Cl3N2O7Rb as an isolated structure in a non-equilibrium geometry.

Its multiplicity is 1. The value obtained for the total energy is -3546.30146 Eh. The HOMO-LUMO gap comes out at 6.38 eV. For the energy relative to the best compared isomer or geometry (same formula, charge and spin), the calculation gives 1.260 eV. The HOMO energy is -0.10889 Eh. The charge is -2. As for the strongest force on any atom: 0.0847 Eh/bohr.

Geometry (Å):
Rb -2.3497 1.3804 -2.1791
O 4.9339 0.0547 -1.6037
C 6.0925 -0.0449 -0.7605
C 7.2923 0.0918 -1.7185
O 8.4177 0.2209 -1.2389
O 6.9937 0.1042 -2.9869
C 6.0547 1.1262 0.3229
C 4.8192 1.5604 0.8044
C 4.6728 2.5039 1.7991
C 5.8162 3.1053 2.2942
C 7.0907 2.6902 1.8235
C 7.2142 1.6612 0.8768
C 6.1283 -1.3085 0.0440
C 7.3017 -1.9707 0.3294
C 7.1824 -3.0854 1.0960
C 5.9848 -3.5103 1.6254
C 4.8090 -2.7688 1.4298
C 4.8836 -1.6532 0.6689
H 5.5137 0.0277 -2.4863
H 3.9019 1.2777 0.3764
H 3.6469 2.7728 2.0550
H 5.7963 3.8877 3.0511
H 7.9753 3.0190 2.3022
H 8.1096 1.2513 0.4876
H 8.2871 -1.5838 0.0275
H 8.0199 -3.6712 1.3374
H 5.9225 -4.3611 2.3159
H 3.8963 -3.2292 1.8202
H 4.0555 -1.0842 0.3787
Cl -6.3377 -1.3013 -9.3320
C -5.3778 -0.6846 -7.9126
C -4.9888 0.6495 -7.9891
C -4.1407 1.1412 -6.9771
Cl -3.6557 2.7856 -7.1354
C -3.7716 0.3972 -5.8054
O -3.1146 0.8453 -4.8421
C -4.2337 -0.9902 -5.9331
Cl -3.7871 -2.0060 -4.5392
C -5.0587 -1.5508 -6.9011
H -5.2897 1.1398 -8.9003
H -5.3253 -2.6065 -6.8797
C -0.1472 3.8292 1.7272
C -1.3585 3.2034 0.9798
O -1.1448 2.7080 -0.1038
C -2.7029 3.3458 1.6082
C -2.8500 4.0448 2.7951
C -4.0755 4.2963 3.3348
C -5.2196 3.9272 2.5898
C -5.1294 3.2126 1.4408
C -3.8790 2.7801 0.9916
O -3.8406 1.9787 0.0103
H 0.7059 3.5946 1.0866
H -0.0814 3.5510 2.7685
H -0.2340 4.8838 1.7621
H -1.9785 4.3990 3.4028
H -4.2337 4.6874 4.3546
H -6.2262 4.0518 2.9730
H -6.0004 2.9905 0.8310
C -1.7405 -1.5338 2.9282
N -1.3642 -2.3669 1.7804
N -2.2429 -2.1194 0.6807
C -1.5494 -1.9068 -0.5206
O -2.1355 -1.7043 -1.6056
C -0.1531 -1.9190 -0.1008
C -0.1035 -2.1506 1.2259
C 1.1041 -1.9750 2.1162
C -3.6046 -2.4726 0.8973
C -4.6046 -1.5929 0.4576
C -5.9057 -1.9340 0.7559
C -6.2174 -3.0985 1.4702
C -5.1885 -3.8130 2.0255
C -3.8783 -3.5567 1.6983
H -2.8095 -1.6317 3.0616
H -1.6464 -0.4567 2.6885
H -1.1564 -1.8531 3.8048
H 0.7409 -1.8262 -0.7721
H 2.0676 -2.2616 1.6577
H 0.9716 -2.5626 2.9427
H 1.2221 -0.9337 2.4531
H -4.2120 -0.6026 0.0949
H -6.5726 -1.2217 0.4024
H -7.3261 -3.4335 1.4918
H -5.5077 -4.6979 2.6020
H -3.1733 -4.1430 2.0652

Entry 2:
DFT (ωB97M-V with the def2-TZVPD basis set) results for C39H32N12O3RuS3 as an isolated structure.

Its multiplicity is 6. The value obtained for the total energy is -3677.45512 Eh. The HOMO-LUMO gap (spin up / spin down) comes out at 7.91 / 5.86 eV. For the energy relative to the best compared isomer or geometry (same formula, charge and spin), the calculation gives 0.000 eV. The HOMO energy (spin up / spin down) is -0.38024 / -0.37886 Eh. The charge is +1. As for the strongest force on any atom: 0.0109 Eh/bohr.

Geometry (Å):
Ru 0.9967 1.1783 -0.2049
C 2.6919 4.2102 -0.4063
C 3.4029 3.1492 -1.1887
C 4.4511 3.5407 -2.0503
C 5.0943 2.6095 -2.8007
C 4.7540 1.2431 -2.6665
C 5.4108 0.2153 -3.3759
C 5.0716 -1.0919 -3.1559
C 4.0788 -1.4202 -2.2168
C 3.4077 -0.4405 -1.5190
S 2.2119 -0.8679 -0.3137
C 3.7328 0.9188 -1.7571
N 3.0502 1.8836 -1.0694
H 3.4248 4.8396 0.1001
H 2.0103 3.7975 0.3338
H 2.1294 4.8408 -1.0980
H 4.6935 4.5921 -2.1216
H 5.8759 2.8933 -3.4951
H 6.1863 0.4786 -4.0842
H 5.5767 -1.8848 -3.6911
H 3.8403 -2.4590 -2.0261
C -4.1886 -1.3225 -1.0873
N -2.7927 -0.9600 -1.2736
C -2.1152 0.0275 -0.7006
N -0.8291 -0.0828 -1.0132
C -0.7948 -1.1958 -1.8034
N -1.9638 -1.7531 -1.9825
C -4.3687 -2.4407 -0.0848
C -5.4413 -3.3106 -0.2218
C -5.6383 -4.3334 0.6954
C -4.7623 -4.5021 1.7530
C -3.6833 -3.6338 1.8936
C -3.4908 -2.6042 0.9780
C -2.7446 -3.8387 2.9936
N -2.5986 -4.8870 3.7273
N -1.5875 -4.6066 4.6219
C -1.1926 -3.4072 4.3685
O -1.8782 -2.8505 3.3382
C -0.1460 -2.6461 5.0463
C 0.7596 -3.3217 5.8627
C 1.7463 -2.6157 6.5243
C 1.8404 -1.2372 6.3756
C 0.9384 -0.5580 5.5707
C 1.0460 0.9395 5.3993
N 1.5167 1.2933 4.0606
C 0.7930 1.5412 2.9788
N 1.5934 1.6900 1.9349
C 2.8407 1.4891 2.4643
N 2.8282 1.2614 3.7513
C -0.0577 -1.2653 4.9065
H -4.5839 -1.6102 -2.0585
H -4.7122 -0.4220 -0.7640
H -2.5626 0.7794 -0.0744
H 0.1097 -1.5817 -2.2394
H -6.1232 -3.1967 -1.0570
H -6.4756 -5.0082 0.5775
H -4.8959 -5.3014 2.4694
H -2.6311 -1.9540 1.0885
H 0.6737 -4.3951 5.9679
H 2.4518 -3.1392 7.1549
H 2.6206 -0.6885 6.8889
H 1.7476 1.3679 6.1094
H 0.0811 1.4268 5.5359
H -0.2801 1.6131 2.9721
H 3.7435 1.5262 1.8771
H -0.7791 -0.7471 4.2832
N -1.7512 -1.7198 -5.7356
C -1.2816 -0.5656 -5.1582
C -2.1727 0.4020 -4.6700
C -1.7020 1.5482 -4.0651
C -0.3306 1.7444 -3.9256
C 0.5655 0.7954 -4.3989
C 0.0948 -0.3487 -5.0128
S 0.2596 3.1719 -3.1076
O 1.6508 3.3099 -3.4342
O -0.6596 4.2520 -3.3375
N 0.1858 2.7860 -1.5218
C -0.8375 3.1627 -0.7215
S -2.0130 4.4079 -0.9233
C -2.6243 4.0577 0.6541
C -1.9353 3.0478 1.2150
N -0.9243 2.5108 0.4358
H -2.7030 -1.7368 -6.0574
H -1.1127 -2.2705 -6.2822
H -3.2390 0.2517 -4.7919
H -2.3910 2.3089 -3.7185
H 1.6302 0.9706 -4.3017
H 0.7948 -1.0812 -5.3980
H -3.4584 4.6002 1.0668
H -2.1499 2.6301 2.1887

Entry 3:
DFT (ωB97M-V with the def2-TZVPD basis set) results for C39H33AsBrF6N5O5SSeW as an isolated structure.

Its multiplicity is 4. The value obtained for the total energy is -10431.68509 Eh. The HOMO-LUMO gap (spin up / spin down) comes out at 6.35 / 4.98 eV. For the energy relative to the best compared isomer or geometry (same formula, charge and spin), the calculation gives 0.110 eV. The HOMO energy (spin up / spin down) is -0.36400 / -0.38386 Eh. The charge is +1. As for the strongest force on any atom: 0.0150 Eh/bohr.

Geometry (Å):
W 0.6069 0.2555 0.2863
C -2.4262 -2.0093 2.7300
C -1.7716 -0.9915 2.0374
N -0.7970 -1.2265 1.1804
C -0.4506 -2.5068 0.9029
C -1.0474 -3.5883 1.5634
C -2.0438 -3.3050 2.5157
C -0.6985 -4.9118 1.1921
C 0.1392 -5.1259 0.1231
C 0.7134 -4.0627 -0.5623
C 0.5198 -2.7353 -0.1428
N 1.0983 -1.6421 -0.6549
C 1.9409 -1.5641 -1.7420
C 2.7947 -2.5267 -2.2535
C 3.4631 -2.3014 -3.4639
C 3.2812 -1.1392 -4.1704
C 2.5002 -0.0948 -3.6273
C 2.3636 1.1746 -4.2303
C 1.6724 2.1553 -3.5805
C 1.1564 1.8959 -2.3052
N 1.2606 0.7179 -1.7219
C 1.9028 -0.2914 -2.3749
H -3.2087 -1.7559 3.4304
H -2.0353 0.0461 2.1880
H -2.5173 -4.1216 3.0467
H -1.1437 -5.7406 1.7265
H 0.3550 -6.1338 -0.2035
H 1.3120 -4.2798 -1.4301
H 2.9997 -3.4303 -1.7012
H 4.1261 -3.0675 -3.8418
H 3.7752 -0.9852 -5.1210
H 2.8218 1.3563 -5.1946
H 1.5372 3.1447 -3.9937
H 0.6565 2.6760 -1.7498
O -1.4515 5.0060 4.2320
C -1.0786 3.9916 3.4471
C -1.1314 4.0304 2.0552
C -0.7162 2.9305 1.3539
N -0.2596 1.7881 1.9184
C -0.2062 1.7819 3.2608
Br 0.4721 0.2804 4.1532
C -0.6111 2.8363 4.0548
H -1.7141 5.7743 3.7106
H -1.4669 4.9123 1.5233
H -0.7400 2.9392 0.2767
H -0.5439 2.7716 5.1301
C -6.4861 5.9118 0.4619
C -5.4436 5.4644 -0.5228
C -5.6553 5.5841 -1.8956
C -4.6861 5.1969 -2.8053
C -3.4875 4.6786 -2.3387
C -3.2495 4.5549 -0.9791
C -4.2292 4.9418 -0.0805
S -2.2615 4.1808 -3.5049
O -2.3018 5.0781 -4.6185
O -1.0401 3.9511 -2.7736
N -2.7980 2.7251 -4.0735
C -2.1870 1.5062 -3.5535
C -2.7939 1.0793 -2.2093
C -1.7359 0.3085 -1.4611
O -1.4088 -0.8277 -1.7522
O -1.1117 1.0156 -0.5375
H -7.4495 6.0633 -0.0218
H -6.1947 6.8562 0.9259
H -6.6152 5.1801 1.2597
H -6.5911 5.9912 -2.2575
H -4.8530 5.3059 -3.8690
H -2.3009 4.1591 -0.6405
H -4.0530 4.8376 0.9846
H -2.9225 2.7733 -5.0751
H -1.1122 1.6587 -3.4348
H -2.3168 0.7195 -4.2939
H -3.6766 0.4609 -2.3653
H -3.0741 1.9545 -1.6277
F 1.7440 -0.8804 1.7130
As 3.3501 -1.7833 2.2668
F 3.8217 -1.5438 0.6166
F 2.5350 -3.2233 1.7643
F 4.7635 -2.6165 2.6899
F 2.6028 -1.9402 3.8060
F 3.9549 -0.2502 2.6834
Se 2.3514 2.0582 0.7924
C 3.6145 2.2720 -0.6434
C 4.4831 1.2515 -1.0209
C 5.4047 1.4696 -2.0358
C 5.4784 2.7063 -2.6637
C 4.6305 3.7316 -2.2671
C 3.6979 3.5148 -1.2624
H 4.4521 0.3040 -0.4988
H 6.0842 0.6746 -2.3192
H 6.2097 2.8771 -3.4431
H 4.6949 4.7043 -2.7377
H 3.0322 4.3137 -0.9584